An isolated molecule of C20H30N4O2. Source: the OMol25 dataset; level of theory: ωB97M-V/def2-TZVPD.

XYZ file:
```
56
Properties=species:S:1:pos:R:3
O 2.4856 0.9270 -0.3054
C 2.2876 0.3953 0.7672
N 1.6714 1.0101 1.8211
H 1.2418 0.4116 2.5085
C 1.0426 2.3044 1.6408
C -0.3153 2.1959 0.9373
C -1.3558 1.5212 1.8249
C -1.4985 2.2724 3.1453
C -0.1590 2.3446 3.8720
C 0.9003 3.0066 2.9922
H 0.6148 4.0444 2.8105
H 1.8648 3.0065 3.5034
H -0.2683 2.9153 4.7970
H 0.1586 1.3366 4.1486
H -2.2383 1.7786 3.7793
H -1.8535 3.2863 2.9445
H -1.0609 0.4861 2.0110
H -2.3177 1.5018 1.3080
H -0.1749 1.6264 0.0184
H -0.6536 3.2004 0.6730
H 1.7244 2.8712 0.9964
N 2.7612 -0.8547 1.0991
C 3.3591 -1.7592 0.2257
C 4.4234 -2.5249 0.7017
C 5.1197 -3.3848 -0.1215
C 4.7687 -3.4845 -1.4582
C 3.6886 -2.7692 -1.9324
C 2.9444 -1.9319 -1.1018
N 1.8131 -1.3241 -1.6552
C 0.6064 -1.0906 -1.0444
O 0.3409 -1.4132 0.0968
N -0.2918 -0.4690 -1.8649
H -0.0438 -0.3020 -2.8270
C -1.7034 -0.4073 -1.5459
C -2.3172 0.8785 -2.0953
C -3.7977 0.9565 -1.7342
C -4.5473 -0.2557 -2.2785
C -3.9333 -1.5450 -1.7416
C -2.4532 -1.6242 -2.1015
H -2.0127 -2.5344 -1.6902
H -2.3404 -1.6521 -3.1891
H -4.4602 -2.4087 -2.1521
H -4.0397 -1.5725 -0.6552
H -5.6002 -0.1993 -1.9955
H -4.4944 -0.2549 -3.3698
H -4.2278 1.8748 -2.1391
H -3.9032 0.9878 -0.6477
H -1.7853 1.7428 -1.6957
H -2.2088 0.8891 -3.1834
H -1.7674 -0.4203 -0.4535
H 1.8909 -1.0958 -2.6346
H 3.3893 -2.8695 -2.9666
H 5.3221 -4.1303 -2.1226
H 5.9445 -3.9595 0.2713
H 4.7137 -2.4146 1.7372
H 2.7461 -1.1198 2.0717
```

Its relative energy (zero: lowest compared OMol25 entry of this formula, charge and spin) is 0.00 kJ/mol. As for the HOMO-LUMO gap: 8.75 eV. As for the SMILES: O=C(Nc1ccccc1NC(=O)NC1CCCCC1)NC1CCCCC1. Its largest force on an atom is 0.599 eV/A.

A structure of composition C20H30N5O2PRe in a non-equilibrium geometry. Source: the OMol25 dataset; level of theory: ωB97M-V/def2-TZVPD.

XYZ file:
```
59
Properties=species:S:1:pos:R:3
Re 0.1235 0.0786 -0.3703
O 2.0915 0.1290 -1.5203
C 2.5988 -1.0963 -2.1039
C 3.4360 -1.9321 -1.1395
C 2.7032 -2.2917 0.1670
C 1.3150 -2.8030 -0.0851
C 1.0530 -3.9742 -0.7502
C -0.2228 -4.3308 -1.2687
C -1.4162 -3.9956 -0.7470
C -0.9199 -2.1058 0.4839
N 0.3370 -1.8841 0.1951
H 2.8763 0.5857 -1.1802
H 3.2093 -0.8216 -2.9722
H 1.7254 -1.6443 -2.4643
H 4.3644 -1.4192 -0.8853
H 3.7184 -2.8410 -1.6707
H 2.6386 -1.4206 0.8341
H 3.2868 -3.0571 0.6813
H 1.9004 -4.5786 -1.0486
H -0.2185 -4.8989 -2.1958
H -2.3389 -4.1636 -1.2822
H -1.7464 -0.6459 1.6300
O -1.7170 0.9593 -1.5337
C -2.9241 0.6847 -0.7963
C -2.8649 -0.6437 -0.0784
C -3.8983 -1.4960 0.0342
C -3.9631 -2.6905 0.8348
C -2.9467 -3.5147 1.1567
C -1.5372 -3.4324 0.6752
N -1.5948 -0.8164 0.6220
H -1.8262 0.6534 -2.4500
H -3.7958 0.7448 -1.4530
H -3.0028 1.4893 -0.0514
H -4.8195 -1.2400 -0.4761
H -4.9626 -2.9604 1.1535
H -3.1685 -4.4204 1.7052
H -0.8870 -4.0398 1.3208
C 0.4211 5.5116 -0.2714
N 0.3283 4.8853 1.0330
C 1.5947 4.9427 1.7359
N 2.5243 4.1728 0.9320
C 2.6840 4.7530 -0.3890
N 1.3808 4.7275 -1.0268
C 0.9330 3.4663 -1.4449
P 0.6577 2.3278 0.0939
C -0.3437 3.6498 1.0684
C 2.3109 2.7759 0.9471
H 0.7736 6.5432 -0.1768
H -0.5496 5.5207 -0.7718
H 1.5073 4.5207 2.7400
H 1.9383 5.9770 1.8248
H 3.4113 4.1858 -0.9756
H 3.0395 5.7844 -0.3057
H 1.6601 2.9867 -2.1076
H -0.0213 3.5444 -1.9733
H -0.4628 3.3064 2.1014
H -1.3295 3.7445 0.6042
H 3.1355 2.2737 0.4331
H 2.2765 2.4094 1.9784
```

The net charge is +4. The spin multiplicity is 2. Its relative energy (zero: lowest compared OMol25 entry of this formula, charge and spin) is 417.75 kJ/mol. As for the HOMO-LUMO gap (spin up / spin down): 5.21 / 5.11 eV. The expectation value of S² is 0.768. Its largest force on an atom is 3.435 eV/A.

A cluster of 2 separate species, C20H30N5O6S in total in a non-equilibrium geometry. Source: the OMol25 dataset; level of theory: ωB97M-V/def2-TZVPD.

XYZ file:
```
62
Properties=species:S:1:pos:R:3
O -5.5990 7.1225 -1.2949
O 2.0675 1.5425 2.5580
O -1.0359 0.1000 2.0703
O 5.4787 -0.4105 0.1440
O -1.0066 0.6053 -2.1102
O -0.5144 2.9714 -1.5793
C -4.6590 6.4102 -0.9554
C 2.4738 0.3911 2.5461
C -1.0293 1.0996 1.3680
C 5.0373 -1.4249 0.6616
C -1.2035 -2.9091 -1.8652
C -5.6648 3.0010 -2.2182
C -5.6543 4.3744 -1.9907
C -4.6753 2.1940 -1.6590
C -3.6385 4.1365 -0.6593
C -4.6465 4.9593 -1.2069
C -3.6534 2.7406 -0.8654
N -1.6920 -4.1185 -1.8687
N 5.7498 -2.5519 0.7623
N -0.2243 -2.5498 -1.0523
N 3.0999 -0.0885 1.4664
N -1.7164 -2.0536 -2.7003
C 2.2482 -0.4940 3.7568
C 7.1192 -2.7020 0.2668
C -2.2703 1.9738 1.2087
C 0.4157 -3.4065 -0.0299
C 1.3506 -2.6291 0.9065
C 2.6569 -2.1845 0.2287
C -0.0166 1.1574 0.2609
C -2.6373 1.7768 -0.2680
C 3.6014 -1.4559 1.2083
S -1.0235 1.6841 -1.1001
H -3.8333 6.8605 -0.4131
H -6.4528 2.5651 -2.8263
H -6.4370 4.9915 -2.4284
H -4.7222 1.1264 -1.8494
H -2.8494 4.5891 -0.0651
H -1.3106 -4.7985 -1.2367
H -2.4327 -4.3681 -2.4975
H 5.3253 -3.3446 1.2132
H 0.1212 -1.6104 -1.1642
H 3.3505 0.6160 0.7832
H -2.4290 -2.3278 -3.3492
H -1.3810 -1.0910 -2.7116
H 3.2019 -0.8791 4.1129
H 1.7978 0.1074 4.5466
H 1.5752 -1.3077 3.5017
H 7.8122 -2.1764 0.9270
H 7.2055 -2.2721 -0.7345
H 7.3957 -3.7566 0.2251
H -3.0766 1.6527 1.8759
H -2.0180 3.0127 1.4407
H -0.3627 -3.8606 0.5878
H 0.9811 -4.2060 -0.5144
H 0.8182 -1.7653 1.2999
H 1.6050 -3.2797 1.7446
H 3.1573 -3.0755 -0.1549
H 2.4373 -1.5301 -0.6171
H 0.7419 1.9137 0.4622
H 0.4487 0.1988 0.0676
H -3.0583 0.7719 -0.3561
H 3.6510 -2.0183 2.1405
```

The net charge is +1. As for the HOMO-LUMO gap: 9.28 eV. Its largest force on an atom is 3.701 eV/A.

Copy entry 2 word for word.
A structure of composition C20H30N5O2PRe in a non-equilibrium geometry. Source: the OMol25 dataset; level of theory: ωB97M-V/def2-TZVPD.

XYZ file:
```
59
Properties=species:S:1:pos:R:3
Re 0.1235 0.0786 -0.3703
O 2.0915 0.1290 -1.5203
C 2.5988 -1.0963 -2.1039
C 3.4360 -1.9321 -1.1395
C 2.7032 -2.2917 0.1670
C 1.3150 -2.8030 -0.0851
C 1.0530 -3.9742 -0.7502
C -0.2228 -4.3308 -1.2687
C -1.4162 -3.9956 -0.7470
C -0.9199 -2.1058 0.4839
N 0.3370 -1.8841 0.1951
H 2.8763 0.5857 -1.1802
H 3.2093 -0.8216 -2.9722
H 1.7254 -1.6443 -2.4643
H 4.3644 -1.4192 -0.8853
H 3.7184 -2.8410 -1.6707
H 2.6386 -1.4206 0.8341
H 3.2868 -3.0571 0.6813
H 1.9004 -4.5786 -1.0486
H -0.2185 -4.8989 -2.1958
H -2.3389 -4.1636 -1.2822
H -1.7464 -0.6459 1.6300
O -1.7170 0.9593 -1.5337
C -2.9241 0.6847 -0.7963
C -2.8649 -0.6437 -0.0784
C -3.8983 -1.4960 0.0342
C -3.9631 -2.6905 0.8348
C -2.9467 -3.5147 1.1567
C -1.5372 -3.4324 0.6752
N -1.5948 -0.8164 0.6220
H -1.8262 0.6534 -2.4500
H -3.7958 0.7448 -1.4530
H -3.0028 1.4893 -0.0514
H -4.8195 -1.2400 -0.4761
H -4.9626 -2.9604 1.1535
H -3.1685 -4.4204 1.7052
H -0.8870 -4.0398 1.3208
C 0.4211 5.5116 -0.2714
N 0.3283 4.8853 1.0330
C 1.5947 4.9427 1.7359
N 2.5243 4.1728 0.9320
C 2.6840 4.7530 -0.3890
N 1.3808 4.7275 -1.0268
C 0.9330 3.4663 -1.4449
P 0.6577 2.3278 0.0939
C -0.3437 3.6498 1.0684
C 2.3109 2.7759 0.9471
H 0.7736 6.5432 -0.1768
H -0.5496 5.5207 -0.7718
H 1.5073 4.5207 2.7400
H 1.9383 5.9770 1.8248
H 3.4113 4.1858 -0.9756
H 3.0395 5.7844 -0.3057
H 1.6601 2.9867 -2.1076
H -0.0213 3.5444 -1.9733
H -0.4628 3.3064 2.1014
H -1.3295 3.7445 0.6042
H 3.1355 2.2737 0.4331
H 2.2765 2.4094 1.9784
```

The net charge is +4. The spin multiplicity is 2. Its relative energy (zero: lowest compared OMol25 entry of this formula, charge and spin) is 417.75 kJ/mol. As for the HOMO-LUMO gap (spin up / spin down): 5.21 / 5.11 eV. The expectation value of S² is 0.768. Its largest force on an atom is 3.435 eV/A.